Formula: C37H22CaClN5O10STe
Source: the OMol25 dataset
Level of theory: ωB97M-V with the def2-TZVPD basis set

Each line ends with the Löwdin charge.
Atoms and positions in Å:
1 Ca -1.292165 0.126527 -1.831737  1.3972
2 S -5.795475 2.299709 -1.604811  1.0975
3 C -4.748983 3.585949 -1.204261  -0.5091
4 C -5.023543 4.913555 -0.978991  -0.1180
5 C -4.012506 5.749350 -0.594089  -0.1168
6 C -2.715822 5.284100 -0.411713  -0.0946
7 C -2.387513 3.969628 -0.680318  0.0086
8 C -3.447066 3.125314 -1.077771  -0.2871
9 N -3.277120 1.753071 -1.325270  0.0390
10 C -4.426097 1.195173 -1.624948  -0.5035
11 C -4.581073 -0.199768 -2.055372  -0.3209
12 C -5.820852 -0.809877 -1.822372  -0.0967
13 C -6.050933 -2.060385 -2.350468  -0.1080
14 C -4.991129 -2.679762 -3.060778  -0.1104
15 C -3.746141 -2.076069 -3.204194  -0.1526
16 C -3.511353 -0.789466 -2.704019  -0.1609
17 H -5.992796 5.339632 -1.046743  0.0920
18 H -4.227422 6.779539 -0.335065  0.0961
19 H -1.911818 5.944987 -0.038779  0.1120
20 H -1.357723 3.556491 -0.500348  0.1345
21 H -6.589489 -0.347742 -1.247142  0.0740
22 H -6.989137 -2.584122 -2.285104  0.0813
23 H -5.132439 -3.699786 -3.452515  0.0884
24 H -2.992678 -2.566825 -3.782076  0.0664
25 O 3.723092 3.196695 -4.082625  0.1061
26 C 4.224121 2.159429 -3.456693  -0.5425
27 O 5.391038 1.886846 -3.511032  0.0587
28 C 3.289278 1.322511 -2.650966  -0.0446
29 C 3.623341 0.149139 -1.996978  -0.5837
30 Cl 5.070663 -0.701155 -1.918301  0.8396
31 N 2.509704 -0.382886 -1.470426  -0.0153
32 N 1.430374 0.388089 -1.767684  0.1166
33 C 1.883931 1.416434 -2.459079  -0.1126
34 C 0.848787 2.355169 -3.046749  -0.5668
35 O 1.233209 3.403102 -3.592633  0.0288
36 O -0.340952 1.922531 -2.976614  -0.1636
37 C 2.222624 -1.696535 -0.895093  -0.1922
38 C 1.211299 -2.411877 -1.795779  -0.0270
39 C 1.117364 -3.924922 -1.572170  -0.2398
40 C 2.315976 -4.703040 -1.144513  -0.0235
41 C 3.318318 -4.062370 -0.524354  -0.0360
42 C 3.197237 -2.641373 -0.115074  -0.1598
43 H 2.736320 3.339145 -3.854558  0.0535
44 H 1.040490 -1.996872 -2.803073  0.1506
45 H 0.611878 -4.399669 -2.403288  0.1303
46 H 2.351359 -5.767594 -1.368036  0.0966
47 H 4.153140 -4.657976 -0.150362  0.1094
48 H 4.171656 -2.181807 0.083139  0.1103
49 Te -0.983339 -1.044345 2.163907  1.3935
50 C -0.182516 -0.298829 4.016868  -0.5416
51 C -0.462349 0.992024 4.468747  -0.1371
52 C 0.109203 1.477572 5.666629  -0.0940
53 C 0.981278 0.680252 6.388307  -0.1111
54 C 1.248310 -0.605812 5.946754  -0.0925
55 C 0.698977 -1.063597 4.760822  -0.1598
56 H -1.075714 1.651676 3.863548  0.0863
57 H -0.075309 2.501446 5.994286  0.0938
58 H 1.404186 1.029118 7.312936  0.0869
59 H 1.924512 -1.202569 6.490295  0.0845
60 H 0.994582 -2.047268 4.359665  0.0985
61 O 0.147503 -3.783222 -0.471461  -0.0194
62 C 0.151738 -2.307736 -0.603811  -0.5881
63 O -1.002256 -1.723134 -0.610810  -0.3445
64 C 1.259729 -1.681418 0.340472  -0.2424
65 C 0.779870 -0.404656 1.017139  -0.4004
66 C 1.829486 0.229311 1.817015  -0.2470
67 C 2.791879 -0.496238 2.463023  0.0546
68 C 2.929273 -1.843307 2.241142  -0.1500
69 C 2.255922 -2.563217 1.116256  -0.1123
70 N 3.982032 -2.526429 2.873809  -0.3568
71 O 4.541643 -2.067422 3.876142  -0.0126
72 O 4.364737 -3.644404 2.405811  -0.0229
73 N 1.826667 1.619513 1.932857  -0.3523
74 O 2.757081 2.243651 2.453444  0.0012
75 O 0.814677 2.259087 1.490036  -0.0445
76 H 0.347764 0.322496 0.364785  0.0330
77 H 3.462735 0.019995 3.146749  0.1384
78 H 1.864688 -3.542744 1.406438  0.1574

Forces on the atoms, in the same order (eV/Å):
-0.3 0.3 0.0
-0.2 -0.6 -0.3
0.3 0.1 0.1
-0.1 0.6 0.2
0.4 0.6 0.5
1.4 0.1 0.2
0.1 -0.6 0.3
1.5 -0.9 0.2
-1.0 0.2 -0.2
0.9 0.4 0.2
-0.7 0.4 0.6
0.1 -0.6 -0.6
1.3 -0.5 -0.8
-0.3 -0.5 0.1
-1.4 0.4 0.3
1.2 0.0 -0.3
-0.9 0.0 -0.2
-0.1 0.0 -0.2
-0.7 -0.3 -0.3
-1.2 0.5 -0.3
-0.5 0.5 0.3
-0.2 0.0 0.3
-0.1 0.5 0.1
0.5 -0.5 -0.1
-0.4 0.4 -0.1
-0.6 -0.1 0.6
1.1 -0.3 -0.2
-0.3 0.3 -0.1
-0.5 -0.1 -0.1
0.7 -0.1 0.0
0.2 0.1 0.0
0.3 -0.4 0.1
0.2 -0.1 -0.3
-0.6 -0.6 0.0
0.0 0.0 0.1
0.4 0.4 0.1
-0.4 0.1 -0.1
-0.5 -0.2 0.5
-0.8 0.0 0.5
0.7 0.8 -0.2
-0.4 -1.1 -0.8
0.7 0.5 -0.1
0.1 0.0 -0.1
0.2 -0.3 0.4
-0.1 -0.2 -0.3
0.0 0.2 0.2
0.0 0.5 -0.1
-0.3 -0.3 0.1
0.1 0.2 0.6
-0.3 0.5 -0.3
0.3 0.3 0.6
-0.2 0.0 -0.8
-0.6 -0.2 -0.1
-0.3 0.7 -0.6
0.3 -1.1 -0.2
0.0 -0.1 0.1
-0.1 -0.2 -0.2
0.2 0.2 0.2
0.7 -0.8 0.5
-0.2 0.5 0.4
0.2 0.2 -0.6
0.5 -1.1 0.3
-0.3 0.3 -0.2
-0.2 0.8 -0.5
0.3 -0.7 0.3
-0.3 0.6 -0.3
0.6 0.0 0.4
0.2 -0.5 0.1
-0.1 0.0 0.7
0.7 -1.2 0.0
-0.2 0.4 -0.1
-0.9 1.2 0.1
-1.4 1.5 -0.2
0.1 -0.6 0.0
1.1 -1.1 0.3
0.0 0.2 -0.4
-0.1 -0.2 -0.2
0.1 0.2 0.0

Properties
relative energy (zero: lowest compared OMol25 entry of this formula, charge and spin): 305.4 kJ/mol
Kohn-Sham gap: 6.07 eV
net charge: -2
E_tot: -4253.35223 a.u.
HOMO: -0.0909 hartree
2S+1: 1
M: 931.806 g mol⁻¹